[1]
Here is a structure of composition C37H48N5P2SSiV from the Open Molecules 2025 dataset. Energies are from ωB97M-V/def2-TZVPD.

```
95
Properties=species:S:1:pos:R:3
V -0.12 -0.43 -0.04
C 3.42 6.70 1.18
S 3.84 6.06 -0.46
C 4.77 4.58 0.03
C 3.89 3.44 0.53
C 3.06 2.85 -0.59
N 2.13 1.78 -0.18
P 2.35 0.14 -0.58
C 4.06 -0.20 -0.09
C 4.32 -0.35 1.27
C 5.62 -0.52 1.72
C 6.67 -0.55 0.81
C 6.41 -0.41 -0.55
C 5.11 -0.23 -1.00
C 2.34 0.04 -2.39
C 2.57 -1.21 -2.98
C 2.47 -1.37 -4.35
C 2.13 -0.28 -5.15
C 1.88 0.95 -4.57
C 1.98 1.12 -3.20
P 0.54 1.97 0.40
C -0.10 3.44 -0.45
C -0.76 3.24 -1.66
C -1.20 4.32 -2.41
C -0.98 5.61 -1.94
C -0.32 5.82 -0.73
C 0.11 4.73 0.01
C 0.62 2.48 2.14
C -0.55 2.95 2.74
C -0.56 3.29 4.08
C 0.60 3.16 4.84
C 1.75 2.66 4.26
C 1.76 2.31 2.91
H 2.88 7.63 1.03
H 4.32 6.91 1.75
H 2.79 6.02 1.74
H 5.50 4.87 0.79
H 5.33 4.28 -0.86
H 3.24 3.81 1.33
H 4.52 2.66 0.97
H 3.73 2.43 -1.35
H 2.48 3.65 -1.07
H 3.51 -0.32 1.99
H 5.81 -0.63 2.78
H 7.68 -0.69 1.16
H 7.23 -0.44 -1.26
H 4.92 -0.12 -2.06
H 2.82 -2.07 -2.36
H 2.66 -2.33 -4.80
H 2.05 -0.40 -6.22
H 1.61 1.80 -5.19
H 1.78 2.08 -2.76
H -0.94 2.23 -2.02
H -1.71 4.17 -3.35
H -1.32 6.46 -2.52
H -0.15 6.82 -0.38
H 0.62 4.90 0.95
H -1.46 3.06 2.16
H -1.47 3.66 4.54
H 0.59 3.43 5.89
H 2.65 2.55 4.85
H 2.66 1.92 2.46
C -3.48 0.62 -1.56
C -3.36 0.33 -0.09
C -4.41 0.53 0.78
C -4.23 0.22 2.13
C -3.04 -0.27 2.58
C -1.99 -0.47 1.66
N -2.19 -0.16 0.35
N -0.73 -0.90 1.89
Si -0.19 -1.71 3.33
C -1.33 -3.14 3.75
C -0.05 -0.56 4.79
C 1.51 -2.42 2.91
H -4.18 -0.07 -2.03
H -2.51 0.51 -2.05
H -3.85 1.63 -1.73
H -5.35 0.91 0.41
H -5.05 0.38 2.82
H -2.89 -0.49 3.63
H -2.35 -2.82 3.97
H -0.95 -3.67 4.63
H -1.37 -3.86 2.93
H -1.01 -0.13 5.07
H 0.63 0.26 4.57
H 0.33 -1.10 5.66
H 1.97 -1.87 2.08
H 1.44 -3.47 2.63
H 2.19 -2.35 3.76
N 0.74 -3.37 -0.49
N -0.41 -2.52 -0.68
H 0.45 -4.33 -0.40
H 1.17 -3.10 0.38
H -1.19 -2.80 -0.09
H -0.70 -2.62 -1.64
```

energy relative to the best compared isomer or geometry (same formula, charge and spin): 8.80 kJ/mol
charge: +1
LUMO level (spin up / spin down): -2.3 / -2.2 eV
spin multiplicity: 4
HOMO-LUMO gap (spin up / spin down): 7.44 / 7.87 eV



[2]
Here is a cluster of 2 separate species, C6H13NO in total at a distorted geometry from the Open Molecules 2025 dataset. Energies are from ωB97M-V/def2-TZVPD.

```
21
Properties=species:S:1:pos:R:3
C -1.43 1.51 0.48
C -1.34 -1.55 -0.47
C -0.48 -1.02 0.62
O -0.24 0.66 0.45
N -0.51 -1.43 1.81
H 0.07 -0.90 2.45
H -2.09 1.07 1.23
H -1.10 2.50 0.77
H -1.93 1.53 -0.48
H -1.22 -2.63 -0.51
H -1.07 -1.13 -1.44
H -2.39 -1.32 -0.27
C 1.56 -1.13 -0.21
C 0.71 0.86 -0.66
C 1.54 1.91 -0.54
H 0.25 0.60 -1.61
H 2.12 -0.99 0.72
H 2.27 -0.86 -0.99
H 1.31 -2.19 -0.35
H 2.05 2.29 -1.42
H 1.92 2.22 0.42
```

energy relative to the best compared isomer or geometry (same formula, charge and spin): 683.80 kJ/mol
LUMO level: 0.8 eV
HOMO-LUMO gap: 7.84 eV



[3]
Here is a structure of composition C32H31BClF5N8O3SZr from the Open Molecules 2025 dataset. Energies are from ωB97M-V/def2-TZVPD.

```
83
Properties=species:S:1:pos:R:3
Zr 0.22 -0.25 -0.20
C 1.54 0.09 -3.80
C 2.16 0.90 -2.71
C 3.19 1.82 -2.86
C 3.45 2.28 -1.59
N 2.64 1.67 -0.73
N 1.82 0.81 -1.41
B 2.65 1.84 0.82
N 2.79 0.45 1.49
C 3.49 0.15 2.59
C 3.33 -1.19 2.87
C 2.47 -1.66 1.88
C 2.01 -3.08 1.71
N 2.13 -0.66 1.06
N 1.28 2.43 1.26
C 0.95 3.53 1.93
C -0.42 3.51 2.16
C -0.87 2.33 1.59
C -2.27 1.82 1.57
N 0.17 1.67 1.04
N 3.82 2.71 1.18
C 5.14 2.36 1.15
C 5.88 3.50 1.15
C 4.94 4.55 1.15
C 5.19 6.02 1.14
N 3.71 4.07 1.15
H 2.21 0.07 -4.66
H 1.34 -0.93 -3.49
H 0.60 0.52 -4.15
H 3.68 2.11 -3.77
H 4.17 3.01 -1.24
H 4.07 0.90 3.10
H 3.78 -1.75 3.66
H 2.44 -3.51 0.81
H 2.34 -3.66 2.57
H 0.93 -3.15 1.62
H 1.70 4.26 2.18
H -1.01 4.25 2.68
H -2.90 2.46 2.18
H -2.69 1.81 0.56
H -2.34 0.81 1.97
H 5.44 1.32 1.12
H 6.96 3.58 1.15
H 6.08 6.27 1.72
H 5.35 6.38 0.12
H 4.34 6.56 1.56
C -6.26 -1.12 -2.52
O -6.18 -1.83 -1.29
C -5.05 -1.77 -0.59
C -5.04 -2.53 0.61
C -3.93 -2.53 1.39
C -2.76 -1.81 1.03
C -1.61 -1.81 1.88
C -1.61 -2.56 3.18
O -0.56 -1.18 1.60
C -2.78 -1.09 -0.18
O -1.71 -0.42 -0.60
C -3.93 -1.05 -0.97
H -7.25 -1.31 -2.91
H -5.51 -1.48 -3.23
H -6.13 -0.05 -2.36
H -5.93 -3.08 0.87
H -3.94 -3.12 2.30
H -2.46 -2.29 3.80
H -0.68 -2.35 3.71
H -1.67 -3.64 2.97
H -3.89 -0.49 -1.89
F -4.56 -4.84 -2.56
C -3.37 -4.31 -2.30
C -2.80 -3.41 -3.18
F -3.45 -3.08 -4.30
C -1.58 -2.83 -2.89
F -1.08 -1.94 -3.75
C -0.89 -3.12 -1.73
S 0.70 -2.44 -1.38
C -1.49 -4.02 -0.85
F -0.90 -4.30 0.32
C -2.71 -4.61 -1.12
F -3.26 -5.45 -0.25
Cl -0.12 3.48 -1.75
C -0.93 2.01 -1.99
H -0.69 1.47 -2.89
H -1.90 1.90 -1.53
```

energy relative to the best compared isomer or geometry (same formula, charge and spin): 0.00 kJ/mol
charge: +1
LUMO level (spin up / spin down): -3.5 / -4.0 eV
spin multiplicity: 2
HOMO-LUMO gap (spin up / spin down): 7.77 / 7.28 eV



[4]
Here is the ion C13H16N with charge +1 at a distorted geometry from the Open Molecules 2025 dataset. Energies are from ωB97M-V/def2-TZVPD.

```
30
Properties=species:S:1:pos:R:3
C 1.88 2.66 0.82
C 0.83 2.36 1.54
C -0.16 1.40 0.92
C -1.44 1.99 0.49
N -0.38 0.21 1.72
C 0.95 -0.52 1.43
C 0.81 -2.05 1.59
C 0.21 0.07 0.30
C -0.26 -0.64 -1.00
C -1.54 -1.29 -1.16
C -1.67 -2.02 -2.25
C -0.81 -1.95 -3.39
C 0.28 -1.16 -3.28
C 0.63 -0.57 -2.05
H 2.68 3.21 1.26
H 1.99 2.55 -0.16
H 0.72 2.61 2.57
H -2.13 1.22 -0.13
H -1.35 2.81 -0.29
H -1.92 2.41 1.36
H -1.10 -0.39 2.20
H 1.87 -0.03 1.79
H 0.11 -2.35 0.84
H 0.34 -2.28 2.61
H 1.84 -2.42 1.45
H -2.37 -1.40 -0.43
H -2.52 -2.56 -2.32
H -1.02 -2.42 -4.36
H 1.05 -1.01 -4.17
H 1.63 -0.20 -1.80
```

SMILES string: C=C[C@]1(C)[N@@H+]2[C@@H](C)[C@@]21c1ccccc1
energy relative to the best compared isomer or geometry (same formula, charge and spin): 315.03 kJ/mol
charge: +1
LUMO level: -2.6 eV
HOMO-LUMO gap: 10.34 eV



[5]
Here is a structure of composition C42H37As2MnN7SSe2 from the Open Molecules 2025 dataset. Energies are from ωB97M-V/def2-TZVPD.

```
92
Properties=species:S:1:pos:R:3
Mn -1.79 -0.65 -0.59
Se -1.86 -7.28 3.17
N -2.44 -6.78 1.56
C -2.14 -5.52 1.42
C -2.46 -4.75 0.23
C -3.11 -5.28 -0.88
C -3.36 -4.46 -1.97
C -2.95 -3.13 -1.92
N -2.33 -2.61 -0.86
C -2.09 -3.40 0.20
C -1.41 -2.78 1.33
N -1.11 -1.47 1.20
C -0.49 -0.85 2.19
C -0.11 -1.50 3.36
C -0.41 -2.84 3.51
C -1.08 -3.50 2.47
C -1.45 -4.91 2.53
N -1.20 -5.68 3.55
H -3.41 -6.32 -0.88
H -3.85 -4.83 -2.85
H -3.10 -2.46 -2.76
H -0.26 0.20 2.06
H 0.42 -0.95 4.12
H -0.14 -3.39 4.40
C -0.26 1.62 -0.66
C 0.73 2.50 0.10
As 2.63 1.90 0.23
C 2.58 1.18 2.06
C 2.03 1.85 3.15
C 2.12 1.31 4.42
C 2.76 0.09 4.63
C 3.31 -0.58 3.55
C 3.22 -0.04 2.27
C 3.40 3.66 0.53
C 2.79 4.69 1.23
C 3.43 5.91 1.39
C 4.70 6.10 0.87
C 5.33 5.07 0.17
C 4.68 3.86 0.00
As 0.35 0.68 -2.27
C 1.35 1.89 -3.33
C 2.74 1.79 -3.37
C 3.46 2.71 -4.12
C 2.80 3.71 -4.82
C 1.41 3.80 -4.78
C 0.68 2.89 -4.03
C 1.39 -0.87 -1.85
C 1.61 -1.27 -0.54
C 2.26 -2.47 -0.28
C 2.69 -3.26 -1.34
C 2.46 -2.86 -2.65
C 1.80 -1.67 -2.91
H -1.04 2.23 -1.10
H -0.79 0.97 0.07
H 0.33 2.70 1.09
H 0.78 3.47 -0.41
H 1.56 2.82 3.02
H 1.71 1.85 5.27
H 2.86 -0.31 5.63
H 3.83 -1.52 3.70
H 3.68 -0.56 1.44
H 1.80 4.57 1.65
H 2.95 6.71 1.94
H 5.21 7.05 1.00
H 6.31 5.22 -0.24
H 5.17 3.06 -0.54
H 3.25 1.01 -2.83
H 4.54 2.63 -4.17
H 3.36 4.42 -5.40
H 0.90 4.58 -5.33
H -0.40 2.94 -4.02
H 1.31 -0.65 0.29
H 2.44 -2.78 0.74
H 3.20 -4.20 -1.14
H 2.80 -3.48 -3.47
H 1.61 -1.38 -3.94
Se -1.67 0.01 -3.06
C -6.76 -1.33 -1.92
C -5.86 -0.10 -1.95
C -5.23 0.18 -0.62
N -3.97 0.06 -0.38
N -3.59 0.34 0.91
C -4.61 0.68 1.65
N -4.53 0.99 2.96
S -6.12 0.67 0.78
H -7.18 -1.51 -2.91
H -7.60 -1.20 -1.23
H -6.21 -2.22 -1.61
H -6.42 0.78 -2.27
H -5.04 -0.23 -2.66
H -3.61 1.10 3.36
H -5.31 1.37 3.46
```

energy relative to the best compared isomer or geometry (same formula, charge and spin): 83.19 kJ/mol
charge: +2
LUMO level (spin up / spin down): -5.6 / -5.8 eV
spin multiplicity: 4
HOMO-LUMO gap (spin up / spin down): 7.48 / 7.28 eV



[6]
Here is a structure of composition C28H35AsIN3O7SYb from the Open Molecules 2025 dataset. Energies are from ωB97M-V/def2-TZVPD.

```
77
Properties=species:S:1:pos:R:3
Yb -0.28 0.05 0.15
C 2.93 -1.61 3.20
N 3.40 -1.17 1.89
C 4.76 -0.65 1.86
C 2.54 -1.05 0.89
O 1.37 -1.43 0.96
C 3.03 -0.39 -0.41
O 1.94 -0.19 -1.29
C 1.87 -0.97 -2.46
C 0.64 -1.88 -2.38
O -0.03 -1.87 -1.35
N 0.35 -2.66 -3.43
C 1.04 -2.60 -4.71
C -0.84 -3.50 -3.39
H 3.63 -2.33 3.61
H 2.87 -0.75 3.87
H 1.95 -2.06 3.10
H 5.41 -1.34 2.39
H 5.13 -0.55 0.85
H 4.81 0.32 2.36
H 3.43 0.60 -0.17
H 3.81 -1.00 -0.87
H 1.75 -0.27 -3.30
H 2.77 -1.55 -2.61
H 2.00 -2.11 -4.63
H 1.20 -3.62 -5.07
H 0.42 -2.07 -5.44
H -1.21 -3.55 -2.37
H -1.62 -3.08 -4.02
H -0.58 -4.50 -3.74
O -1.60 1.28 1.55
C -1.44 2.18 2.38
C -0.20 2.68 2.86
C -0.20 3.75 3.76
C 0.98 4.27 4.22
C 2.21 3.73 3.81
C 2.24 2.67 2.94
C 1.04 2.10 2.43
O 1.09 1.09 1.63
N 0.96 5.40 5.13
O -0.12 5.84 5.48
O 2.03 5.84 5.51
H -2.34 2.64 2.81
H -1.13 4.18 4.09
H 3.12 4.17 4.20
H 3.18 2.25 2.61
I -2.06 -1.97 1.53
C -3.64 -1.55 0.10
C -4.82 -2.18 0.37
C -5.89 -2.05 -0.53
C -5.72 -1.34 -1.68
C -4.49 -0.70 -1.97
C -4.33 0.01 -3.18
C -3.16 0.64 -3.46
C -2.11 0.61 -2.52
C -2.17 -0.04 -1.30
C -3.39 -0.75 -1.05
H -4.93 -2.78 1.26
H -6.83 -2.53 -0.31
H -6.52 -1.25 -2.40
H -5.16 0.03 -3.88
H -3.03 1.16 -4.41
H -1.20 1.16 -2.77
C -1.84 4.33 -2.36
As 0.03 3.84 -2.40
C 0.40 3.18 -4.20
C 1.00 5.51 -2.29
S 0.68 2.59 -0.85
H -2.05 5.07 -3.13
H -2.05 4.75 -1.38
H -2.47 3.45 -2.51
H 0.30 3.99 -4.91
H -0.29 2.38 -4.45
H 1.42 2.80 -4.21
H 0.70 6.18 -3.10
H 2.07 5.31 -2.36
H 0.79 5.98 -1.33
```

energy relative to the best compared isomer or geometry (same formula, charge and spin): 37.65 kJ/mol
charge: +1
LUMO level (spin up / spin down): -2.4 / -2.4 eV
spin multiplicity: 2
HOMO-LUMO gap (spin up / spin down): 7.59 / 7.58 eV